Record 1
26
Properties=species:S:1:pos:R:3:forces:R:3:mulliken_charge:R:1 method="wB97M-V/def2-TZVPD" charge=0 e_homo_ev=-9.0 smiles=Cc1ccccc1.CCC total_energy_ev=-10628.025 e_lumo_ev=1.006
C 1.33946 -0.81718 -1.54940 0.782 -1.576 0.263 -0.29
C -1.08616 -0.63968 -1.36680 3.427 0.385 -0.940 -0.35
C -0.65115 -1.22563 2.60303 -3.243 2.562 1.566 -1.19
C 0.12927 0.01989 2.20149 0.372 0.083 1.499 0.79
C 1.44701 -0.07784 2.97656 -0.512 -0.635 0.685 -1.42
C 1.60088 0.53119 -1.52640 -3.810 -0.211 2.017 -0.61
C 0.06544 -1.45580 -1.54571 -1.063 2.624 -0.142 -0.68
C -0.85434 0.76461 -1.27752 -1.730 -1.149 1.227 0.86
C 0.39339 1.30633 -1.29764 2.811 0.878 -0.714 -0.23
C -2.10954 1.57391 -1.08021 2.671 2.892 -4.892 -1.83
H 0.32997 0.06958 1.13016 -0.230 0.112 0.083 -0.46
H -2.52194 1.65956 -2.14441 0.018 -0.121 1.328 0.35
H -0.03554 -2.48678 -1.78874 0.111 -0.753 0.357 0.44
H -1.94340 2.62479 -0.83324 0.503 -0.015 0.090 0.40
H 2.20986 -1.44938 -1.37503 -0.122 -0.270 -0.629 0.31
H 1.28842 -0.35142 4.05403 0.005 0.220 -0.958 0.35
H 1.98435 0.81857 2.97451 0.914 1.585 -0.041 0.41
H 2.54534 0.88044 -1.16264 0.508 0.387 -0.645 0.39
H -0.53997 -1.44114 3.70710 -0.179 0.294 -1.168 0.32
H -0.45418 0.94014 2.55107 0.822 -1.149 -0.657 0.26
H -2.09213 -0.98082 -1.38826 -0.556 -0.518 0.086 0.47
H -0.52204 -2.10972 2.08620 0.776 -1.711 -1.332 0.38
H 0.59450 2.37660 -1.12512 -0.699 -0.423 -0.093 0.28
H 2.10592 -0.81871 2.54364 0.074 -0.415 -0.115 0.33
H -1.74597 -0.91245 2.42569 1.213 -0.970 0.433 0.26
H -2.84880 1.30202 -0.47936 -2.861 -2.107 2.693 0.45


Record 2
26
Properties=species:S:1:pos:R:3:forces:R:3:mulliken_charge:R:1 method="wB97M-V/def2-TZVPD" charge=0 e_homo_ev=-8.9 smiles=CCc1ccccc1.CC total_energy_ev=-10628.233 e_lumo_ev=0.974
C -2.19254 0.75476 0.41123 -0.157 0.706 -0.463 -0.37
C 1.55319 1.96885 -1.52231 -0.026 1.578 -1.828 -0.63
C 2.03486 0.67799 -2.18005 1.100 0.480 2.306 -0.80
C -0.50725 -1.35092 -0.17020 0.544 1.704 1.381 -0.52
C -0.83343 0.91397 0.72166 -1.082 -1.418 -0.313 -0.44
C 1.41757 -0.21429 0.90844 0.094 0.792 0.708 -0.30
C -0.01446 -0.17417 0.46994 0.191 -0.127 -0.927 0.48
C -2.75189 -0.41367 -0.14454 2.021 2.083 1.676 -0.50
C -1.86055 -1.47335 -0.34866 -2.132 -1.452 -0.593 -0.47
C 1.47272 -1.17192 2.11475 -0.649 -0.948 0.214 -1.21
H 0.67600 1.84935 -0.91412 -0.414 -0.262 -0.108 0.07
H 0.25539 -2.10481 -0.32730 -0.511 -0.407 -0.152 0.46
H 2.14689 -2.01593 2.07744 0.569 -0.020 -0.324 0.36
H -2.35093 -2.44571 -0.55659 0.757 0.508 -0.397 0.29
H 1.64459 -0.67099 3.06034 0.236 0.340 0.023 0.33
H 2.23191 2.52090 -0.90038 0.889 -0.044 0.252 0.29
H 1.78418 0.75444 1.26403 -0.502 0.191 0.024 0.34
H 2.73054 0.26063 -1.41611 -0.743 -0.596 -0.748 0.24
H -3.81573 -0.29284 -0.18574 -0.430 -1.179 -0.574 0.38
H 2.71510 0.79288 -3.01831 -0.674 0.205 -0.557 0.39
H 0.48623 -1.65862 2.25200 0.419 0.314 -0.152 0.31
H -0.46766 1.81181 1.18890 0.111 0.138 0.090 0.41
H -2.84537 1.61957 0.57622 0.101 -0.369 0.034 0.33
H 2.04911 -0.32785 0.03194 0.104 -1.177 0.417 -0.03
H 1.10141 0.14152 -2.29807 0.492 -0.910 -0.608 0.23
H 1.32583 2.66955 -2.35507 -0.309 -0.129 0.619 0.35


Record 3
26
Properties=species:S:1:pos:R:3:forces:R:3:mulliken_charge:R:1 method="wB97M-V/def2-TZVPD" charge=0 e_homo_ev=-8.9 smiles=CCc1ccccc1.CC total_energy_ev=-10628.159 e_lumo_ev=0.965
C -0.21574 1.96303 -3.03805 -2.241 0.522 -0.105 -0.98
C -1.36881 -2.76393 1.14407 -0.956 -0.785 -1.369 -1.20
C -0.68353 0.68677 1.47443 2.170 -0.964 2.462 -0.52
C -0.91882 -1.56947 0.25051 0.746 -1.328 1.800 -1.12
C 1.51685 1.44057 2.11091 -0.584 -0.876 0.404 -0.27
C 0.12151 0.55627 -2.60567 -1.722 -2.125 -1.903 -0.47
C 0.10942 1.58631 2.27939 1.378 -2.114 -3.198 -0.77
C 2.08798 0.24779 1.56551 -2.903 1.175 -0.225 -0.55
C 1.26347 -0.73166 1.00234 -0.361 1.756 1.166 -0.29
C -0.14297 -0.53113 1.02629 1.745 0.097 -1.802 0.73
H -1.63609 -1.06500 -0.28758 -2.562 0.888 -0.705 0.57
H 0.71230 -0.13977 -3.28887 -0.976 1.209 0.279 0.35
H -0.49896 -3.34796 1.45238 0.116 0.367 0.256 0.33
H 0.48989 2.40951 -3.66915 1.495 0.402 -0.934 0.35
H 0.70034 0.61587 -1.77800 1.987 0.164 2.760 0.15
H -1.17016 2.05399 -3.66954 1.059 -0.233 1.231 0.25
H -1.72240 0.78296 1.44933 -1.602 0.345 -0.109 0.47
H 1.72674 -1.52451 0.44047 -0.169 -0.486 0.158 0.35
H -0.25460 2.65240 -2.15495 -0.405 -0.686 -0.676 0.25
H -0.77837 -0.03611 -2.25079 0.810 0.756 -0.641 0.10
H -0.33436 2.39490 2.79481 -0.276 0.860 0.238 0.42
H -1.91312 -3.50401 0.46812 0.270 0.941 0.944 0.35
H 2.18870 2.25676 2.36474 -0.104 -0.232 0.461 0.37
H -0.40338 -2.06950 -0.56476 0.990 0.298 0.070 0.38
H -1.99301 -2.53501 2.02463 0.293 0.091 -0.476 0.32
H 3.11711 0.17092 1.45944 1.801 -0.041 -0.089 0.43


Record 4
26
Properties=species:S:1:pos:R:3:forces:R:3:mulliken_charge:R:1 method="wB97M-V/def2-TZVPD" charge=0 e_homo_ev=-8.9 smiles=CCc1ccccc1.CC total_energy_ev=-10629.192 e_lumo_ev=1.024
C 0.99005 -1.01475 1.60455 -0.443 -0.589 -0.060 -0.69
C -1.07811 -1.74665 0.63413 0.558 -0.174 -0.770 -0.63
C 0.67296 0.29628 1.29423 0.012 0.467 0.267 -0.35
C -0.48709 0.61773 0.58986 0.318 -0.330 0.405 0.37
C -0.30097 3.15510 1.18007 -0.497 0.011 -0.362 -1.19
C -0.91748 2.03619 0.32664 -1.019 0.244 -0.203 -0.38
C -1.29859 -0.44514 0.20395 -0.463 -0.286 -0.150 -0.27
C 1.46069 -0.29842 -2.78987 1.158 0.129 -0.407 -0.84
C 0.09740 -2.03487 1.30725 0.346 0.204 0.029 -0.25
C 0.43248 -1.39208 -2.94177 -0.624 -0.324 -0.092 -0.54
H -0.30765 -1.07496 -3.67599 -0.102 -0.116 -0.102 0.24
H 0.40744 -3.03681 1.55557 -0.304 -0.269 0.049 0.36
H 2.12654 -0.30441 -3.65841 -0.075 0.015 -0.109 0.33
H -1.11205 3.79910 1.52172 0.089 0.094 0.036 0.33
H 0.37219 3.79349 0.60019 0.201 -0.284 0.303 0.25
H -2.01165 2.07485 0.45141 0.244 -0.209 0.354 0.31
H 1.30490 1.09484 1.66292 0.163 -0.045 -0.200 0.29
H 1.90100 -1.33561 2.08384 0.269 0.493 0.170 0.39
H -2.11664 -0.28310 -0.48823 -0.243 0.239 0.227 0.34
H -1.69830 -2.56647 0.27583 -0.115 0.267 0.212 0.37
H 2.14655 -0.41218 -1.95169 -0.230 -0.165 0.286 0.24
H 0.16309 2.74743 2.07254 0.262 0.168 0.002 0.38
H 0.81924 -2.36157 -3.28025 0.297 0.362 -0.041 0.32
H 1.07371 0.72014 -2.75574 -0.384 -0.146 0.186 0.24
H -0.88031 2.27377 -0.73331 0.609 -0.003 -0.304 0.34
H -0.11310 -1.62666 -2.03377 -0.027 0.246 0.275 0.02


Record 5
26
Properties=species:S:1:pos:R:3:forces:R:3:mulliken_charge:R:1 method="wB97M-V/def2-TZVPD" charge=0 e_homo_ev=-9.0 smiles=Cc1ccccc1.CCC total_energy_ev=-10629.070 e_lumo_ev=1.041
C -2.14595 -0.97759 1.54292 0.310 0.124 -0.307 -1.10
C 0.93940 1.17438 -1.58422 -0.042 1.295 0.348 0.93
C -0.30895 0.57151 -1.45256 -0.106 0.010 -0.271 -0.32
C 0.93814 2.68105 -1.61763 0.007 0.323 -1.589 -1.48
C -0.87324 -1.20412 2.38281 -1.523 0.473 0.111 -0.15
C 0.68792 -1.59007 -1.67066 -0.652 0.369 -0.066 -0.51
C 1.93810 -1.00290 -1.67155 -0.367 0.364 -1.548 -0.48
C -0.45529 -0.78280 -1.53481 0.437 -0.674 0.759 -0.40
C -0.19031 0.10248 2.80906 0.214 -0.821 0.117 -1.02
C 2.07769 0.41561 -1.70288 -0.091 -2.203 0.402 -0.64
H 0.56073 2.99193 -2.61243 -0.010 -0.181 0.266 0.34
H -1.19997 1.18051 -1.36603 0.064 0.177 0.155 0.32
H 0.50631 0.49088 2.07034 -0.018 0.117 -0.083 0.24
H -1.96422 -0.64833 0.51537 0.186 -0.071 0.283 0.08
H -1.42900 -1.19956 -1.31256 0.002 -0.265 -0.621 0.54
H -2.73474 -1.89457 1.49067 -0.081 0.048 0.013 0.31
H -2.74023 -0.18931 1.99469 -0.278 -0.001 0.200 0.38
H 0.55842 -2.64299 -1.89265 0.173 -0.057 0.388 0.38
H 0.34852 -0.11877 3.73671 0.185 0.338 -0.180 0.32
H -0.26767 -1.95387 1.88250 0.484 0.132 0.152 0.30
H -0.95146 0.84814 3.04372 0.075 0.059 -0.080 0.29
H -1.27504 -1.62672 3.31029 0.339 -0.357 -0.053 0.26
H 2.73462 -1.66995 -1.98761 0.416 0.333 0.539 0.32
H 0.23133 3.13815 -0.93032 0.299 -0.054 0.403 0.34
H 1.92804 3.13821 -1.61246 -0.008 -0.108 0.605 0.36
H 3.08688 0.76868 -1.83071 -0.016 0.630 0.055 0.39


Record 6
26
Properties=species:S:1:pos:R:3:forces:R:3:mulliken_charge:R:1 method="wB97M-V/def2-TZVPD" charge=+1 e_homo_ev="-14.0 / -14.0" total_energy_ev=-10619.730 spin_multiplicity=2 e_lumo_ev="-4.605 / -8.272"
C -2.25745 -0.84990 -0.22986 0.557 0.495 0.033 -0.24
C -0.59501 2.44292 0.62709 1.009 1.309 -2.043 -1.43
C 1.68726 -0.71970 -1.51777 -0.011 -2.112 -1.575 -0.23
C 1.61778 -1.61379 -0.28094 0.246 1.578 2.153 -0.88
C 1.94838 0.73019 -1.40727 -1.866 2.154 0.531 -0.64
C -0.84830 0.28640 1.89989 0.005 -1.413 -0.821 -0.32
C -1.16542 -1.13025 1.89815 0.723 1.917 1.357 -0.61
C -1.97058 0.49566 -0.18813 1.252 1.233 -0.575 -0.43
C -1.03781 1.03732 0.69884 -1.473 0.272 0.776 0.90
C -1.76575 -1.70127 0.83014 -0.527 -0.622 -0.503 -0.25
H -0.87856 -1.60862 2.82566 -0.135 -0.642 -0.320 0.40
H -2.27792 1.18164 -0.96389 -0.290 -0.276 -0.287 0.38
H -0.89786 3.10635 1.44212 -0.431 -0.312 -0.052 0.38
H 0.47937 2.66118 0.51615 0.183 -0.970 0.851 0.41
H 1.87186 1.35533 -2.31429 0.477 -0.909 -0.193 0.37
H -0.80281 2.86674 -0.38321 -0.936 -0.103 0.823 0.40
H 2.84564 1.02363 -0.88888 0.424 -0.152 0.238 0.35
H 1.16860 -2.55054 -0.53309 -0.113 -0.714 -0.122 0.30
H 2.46079 -1.16768 -2.15895 0.093 0.046 0.190 0.32
H 1.08766 1.19065 -0.86742 0.614 -0.302 0.217 -0.26
H 0.79640 -0.97042 -2.13075 0.071 0.698 0.336 0.25
H -2.75053 -1.15462 -1.14883 -0.158 -0.666 0.476 0.41
H -0.44385 0.85239 2.73168 0.015 -0.532 0.314 0.45
H 1.01935 -1.20370 0.62168 0.716 -0.288 -1.597 0.06
H 2.61641 -1.77744 0.16861 -0.401 -0.099 -0.393 0.39
H -1.90764 -2.78243 0.75325 -0.045 0.405 0.187 0.49